1.
A structure of composition C13H10Br2N4NiO2S. Source: the Open Molecules 2025 dataset; level of theory: ωB97M-V/def2-TZVPD.

Last column: natural (NBO) charge in e.
Cartesian coordinates (Å):
1 N 1.3278 0.7157 -0.6738  -0.52
2 O -0.7985 -1.4833 -0.6611  -1.02
3 C 2.6729 1.6532 1.5674  -0.15
4 S -2.1325 -1.0966 0.0130  1.31
5 O -1.2264 1.3352 -1.1744  -0.82
6 Br -3.2687 2.6343 0.8333  0.08
7 Br 1.1789 3.4050 3.8667  0.07
8 C 3.1712 -3.1699 -2.2578  0.43
9 C -2.3496 -2.3958 1.1016  -0.83
10 H -2.5136 -3.3432 0.5840  0.24
11 N 3.6837 -3.4267 -1.2303  -0.45
12 H -3.4063 -2.2063 -1.6568  0.25
13 C -0.7598 1.7296 -0.0802  0.35
14 H -3.5306 -0.4717 -1.6943  0.27
15 C 2.6361 0.5452 -0.5594  0.09
16 C -0.8290 2.8692 2.1057  -0.22
17 N 2.4989 -2.8433 -3.3770  -0.67
18 Ni -0.1421 0.0286 -1.9686  1.50
19 C 0.6357 1.4054 0.2529  0.09
20 N 0.9685 -0.9005 -3.2419  -0.82
21 C -3.4281 -1.3141 -1.0341  -0.90
22 C 1.6355 -1.8827 -3.3179  0.66
23 H -4.3795 -1.4789 -0.4784  0.27
24 C 0.4679 2.5975 2.3608  -0.16
25 H -1.4703 -2.3972 1.6916  0.26
26 H 3.3567 2.0417 2.3767  0.25
27 C -1.4432 2.4169 0.9488  -0.22
28 H 4.4183 0.8156 0.5577  0.24
29 H 3.1144 0.1180 -1.4069  0.22
30 H -3.1838 -2.1398 1.6918  0.24
31 C 1.2883 1.8677 1.4567  -0.03
32 C 3.3584 1.0217 0.5492  -0.25
33 H -1.5514 3.3493 2.8553  0.25

Gap between HOMO and LUMO (spin up / spin down), Eh: 0.275 / 0.263
E_tot, eV: -215660.6649
Highest occupied orbital energy (spin up / spin down), eV: -7.98 / -7.97
Strongest force on any atom, hartree/bohr: 0.07999
Charge: 0
Multiplicity: 3
Energy relative to the best compared isomer or geometry (same formula, charge and spin), eV: 0.781

2.
A cluster of 4 separate species, C4H16O3 in total. Source: the Open Molecules 2025 dataset; level of theory: ωB97M-V/def2-TZVPD.

Last column: natural (NBO) charge in e.
Cartesian coordinates (Å):
1 H 0.8384 -1.1033 1.1220  0.20
2 H -0.8974 -2.5214 1.1914  0.47
3 H 2.5829 -1.4401 1.3685  0.21
4 H 0.1647 1.3480 1.3645  0.19
5 H 2.5819 0.8901 1.9045  0.20
6 O -1.1831 -2.4751 2.1161  -0.93
7 O -1.2988 -1.2445 -2.7112  -0.95
8 H -1.8454 -2.0050 -2.9093  0.47
9 O -2.9251 0.9973 -0.6826  -0.94
10 C 2.1689 0.6221 0.9262  -0.40
11 C 1.8481 -0.8591 0.8056  -0.62
12 H 1.9467 -1.1977 -0.2243  0.21
13 H 1.1365 1.8158 -1.5219  0.19
14 H 0.4473 0.3390 -1.0482  0.21
15 H 1.1777 2.5447 0.8740  0.19
16 H -0.5659 1.7267 -1.0065  0.23
17 H -1.7339 -0.4421 -3.0211  0.48
18 C 0.9660 1.5210 0.6334  -0.40
19 C 0.4443 1.3952 -0.7830  -0.62
20 H -3.5371 1.7384 -0.7046  0.47
21 H -2.0081 -2.9749 2.0862  0.46
22 H 2.9814 0.9471 0.2608  0.19
23 H -3.2900 0.3779 -0.0405  0.47

Gap between HOMO and LUMO, Eh: 0.408
E_tot, eV: -10549.7380
Highest occupied orbital energy, eV: -10.72
Strongest force on any atom, hartree/bohr: 0.02399
Charge: 0
SMILES: CCCC.O.O.O
Energy relative to the best compared isomer or geometry (same formula, charge and spin), eV: 0.736

3.
A cluster of 2 separate species, C4H11N3O in total. Source: the Open Molecules 2025 dataset; level of theory: ωB97M-V/def2-TZVPD.

Last column: natural (NBO) charge in e.
Cartesian coordinates (Å):
1 H -0.3785 -1.4647 -1.0302  0.45
2 H 2.7896 -0.8377 1.3407  0.24
3 C 2.1633 -0.1831 0.7310  -0.69
4 C -0.8926 0.8607 0.3246  -0.18
5 H -3.0294 -1.3143 0.9971  0.33
6 H 0.1365 0.9501 -1.5759  0.19
7 N 0.6529 -1.4324 -0.7734  -0.74
8 H 0.3169 -1.2539 1.2441  0.21
9 H 1.2572 -1.1408 -1.5327  0.38
10 N -2.4601 -0.4957 1.2093  -0.55
11 H 0.1469 2.4566 -0.6455  0.21
12 C 0.8907 -0.8771 0.4081  0.22
13 H 2.7098 0.0915 -0.1666  0.22
14 H -1.3140 1.9235 -1.4923  0.22
15 H -0.9142 1.3630 1.2758  0.21
16 C -0.4519 1.5883 -0.9088  -0.64
17 H 1.9739 0.7120 1.3189  0.25
18 O -1.8134 -0.7943 -0.9206  -0.60
19 N -1.7837 -0.1516 0.1965  0.27

Gap between HOMO and LUMO, Eh: 0.285
E_tot, eV: -10839.9837
Highest occupied orbital energy, eV: -7.34
Strongest force on any atom, hartree/bohr: 0.03440
Charge: 0
Energy relative to the best compared isomer or geometry (same formula, charge and spin), eV: 5.228

4.
An isolated molecule of C25H28O8. Source: the Open Molecules 2025 dataset; level of theory: ωB97M-V/def2-TZVPD.

Last column: natural (NBO) charge in e.
Cartesian coordinates (Å):
1 C -1.2838 1.7941 -0.4110  0.29
2 O -0.9729 -0.6233 -0.4384  -0.52
3 H -2.9187 -1.8416 -1.1116  0.21
4 C 3.7056 -3.4725 1.9045  -0.26
5 H 5.8585 2.6140 -0.5522  0.22
6 C 1.2677 0.3315 -0.3479  -0.33
7 C 8.0144 1.4517 0.7236  -0.60
8 H 4.0340 -2.7490 2.6563  0.18
9 C 6.0171 1.5674 -0.8152  -0.39
10 H -6.0946 2.0415 3.0354  0.51
11 O 2.3800 -3.2229 1.4917  -0.48
12 O 3.5592 2.2443 0.5052  -0.53
13 O -3.8579 3.8315 1.0549  -0.66
14 C 4.6704 0.9497 -1.1881  -0.52
15 C -4.8986 1.1875 1.8129  0.78
16 H 4.7565 -0.1268 -1.3454  0.21
17 C 2.0901 -2.0429 0.9061  0.35
18 H 6.8005 -0.2129 0.1110  0.19
19 H -4.5977 3.6413 1.6539  0.51
20 H -4.7184 -0.1516 -1.2732  0.19
21 H 7.8957 2.4969 0.9986  0.21
22 C 0.3442 -0.6864 -0.0762  0.44
23 O -0.2115 2.1037 -1.2053  -0.47
24 O -5.5835 0.1974 1.8357  -0.59
25 C -3.7275 -1.8381 -0.3797  -0.38
26 C -2.8760 0.2946 0.6385  0.04
27 C 0.9940 1.5057 -1.2037  0.81
28 H 4.3009 1.3961 -2.1149  0.27
29 H -7.0341 -1.8284 -3.6949  0.21
30 H -4.0285 -1.2027 1.6532  0.25
31 H 6.6850 1.5278 -1.6778  0.20
32 H 4.3974 -3.4605 1.0571  0.18
33 H -5.7065 -2.9615 -1.9316  0.19
34 H -3.9601 -2.8753 -0.1296  0.20
35 C -5.4599 -1.9357 -2.2154  -0.39
36 C -4.9609 -1.1782 -0.9876  -0.40
37 H -7.4962 -1.2280 -2.1007  0.20
38 O 1.8402 1.9550 -1.9347  -0.55
39 H -2.3614 -1.6593 1.2647  0.22
40 C 3.6046 1.2413 -0.1594  0.60
41 H -5.7525 -1.1355 -0.2386  0.21
42 C 0.7598 -1.8585 0.5310  -0.32
43 H 0.0478 -2.6478 0.7081  0.24
44 H 8.6965 1.3951 -0.1221  0.20
45 C -3.6491 1.3982 1.0559  -0.24
46 C -3.2126 2.7027 0.7307  0.37
47 C 2.6001 0.1390 0.0351  0.06
48 C -1.6892 0.5043 -0.0679  0.23
49 C 6.6652 0.8432 0.3630  -0.40
50 H -4.6623 -1.9815 -2.9608  0.19
51 H -6.4547 -0.2565 -3.1404  0.20
52 C 3.0088 -1.0216 0.6672  -0.34
53 H 3.6919 -4.4682 2.3442  0.21
54 O -5.2799 2.2643 2.5575  -0.72
55 H -1.7499 3.8691 -0.2890  0.25
56 C -6.6875 -1.2720 -2.8269  -0.60
57 H 4.0397 -1.1133 0.9692  0.23
58 H 5.9997 0.9022 1.2274  0.20
59 C -3.2483 -1.1354 0.9012  -0.44
60 H 8.4628 0.9243 1.5625  0.21
61 C -2.0536 2.8724 -0.0161  -0.31

Gap between HOMO and LUMO, Eh: 0.329
E_tot, eV: -42759.8828
Highest occupied orbital energy, eV: -8.76
Strongest force on any atom, hartree/bohr: 0.01448
Charge: 0
SMILES: CCCCCc1c2c(cc(O)c1C(=O)O)OC(=O)c1c(cc(OC)cc1C(=O)CCCC)O2
Energy relative to the best compared isomer or geometry (same formula, charge and spin), eV: 0.153

5.
A cluster of 4 separate species, C3H12O4 in total. Source: the Open Molecules 2025 dataset; level of theory: ωB97M-V/def2-TZVPD.

Last column: natural (NBO) charge in e.
Cartesian coordinates (Å):
1 H -1.4017 0.3809 -0.2098  0.18
2 H 0.5914 1.1755 0.8290  0.51
3 H -1.6428 -1.4336 2.9948  0.20
4 O 0.3822 0.2273 0.8002  -0.77
5 O 1.8382 2.5935 0.3762  -0.95
6 H 1.8670 2.0157 -0.3987  0.49
7 H -0.1249 0.6262 -2.2830  0.49
8 H -0.9213 -1.9621 0.0371  0.20
9 C -1.2822 -1.4437 0.9171  -0.21
10 C -1.0673 0.0317 0.7662  -0.11
11 H -0.4274 0.8069 -3.8361  0.47
12 H -1.4696 0.6342 1.5699  0.18
13 H 1.1968 -0.4200 -0.5256  0.50
14 C -1.4938 -2.0116 2.0967  -0.36
15 O -0.5170 1.1908 -2.9556  -0.97
16 H 1.8490 -1.4229 -1.5899  0.48
17 H 2.7387 2.6148 0.7155  0.48
18 H -1.6559 -3.0782 2.1400  0.20
19 O 1.5406 -0.5253 -1.4439  -1.01

Gap between HOMO and LUMO, Eh: 0.403
E_tot, eV: -11494.7150
Highest occupied orbital energy, eV: -10.29
Strongest force on any atom, hartree/bohr: 0.02760
Charge: 0
SMILES: C=CCO.O.O.O
Energy relative to the best compared isomer or geometry (same formula, charge and spin), eV: 1.047

6.
A cluster of 9 separate species, C6H26NO9 in total. Source: the Open Molecules 2025 dataset; level of theory: ωB97M-V/def2-TZVPD.

Last column: natural (NBO) charge in e.
Cartesian coordinates (Å):
1 O 3.4421 0.4361 -2.9030  -0.97
2 O -0.8542 -1.9355 -2.0621  -0.95
3 H -4.5382 0.0689 1.1186  0.49
4 H 2.2269 -1.6799 -0.4114  0.49
5 H -0.2251 -4.7509 -0.1581  0.24
6 O -0.3797 2.0798 -3.2675  -0.96
7 C 0.1020 -1.8426 1.6400  -0.12
8 H 2.6730 1.9723 2.4207  0.23
9 O -2.2729 0.4756 -1.8294  -0.95
10 H -1.0783 -1.1091 -2.5286  0.50
11 H 0.9348 1.1195 -1.8057  0.50
12 H 2.6105 -0.2347 1.1565  0.25
13 C 1.6525 0.1271 1.8096  -0.43
14 H 1.8711 -0.4260 2.8808  0.21
15 H -0.2282 -2.2395 -2.7267  0.47
16 C 0.1721 -3.9275 0.5744  0.17
17 H -1.2298 2.5045 -2.8391  0.48
18 C 0.7716 1.9231 3.1186  0.44
19 C 0.5583 -0.6115 1.2408  -0.12
20 H -1.5400 3.1848 0.4006  0.47
21 H 4.3345 0.2366 -3.2228  0.49
22 O -4.2927 -0.7494 1.6450  -0.98
23 H 1.1825 -4.0173 0.7662  0.23
24 O 1.4456 0.5593 -1.1942  -0.99
25 H -2.6360 4.0907 0.0568  0.48
26 H 1.3859 2.1097 1.1219  0.25
27 O -0.3484 2.3284 2.8832  -0.52
28 H 0.8754 -1.9605 -1.2070  0.50
29 H -1.5056 -2.7556 0.9190  0.45
30 H 0.1058 -0.1193 0.3146  0.27
31 H 0.2780 -2.3617 2.6343  0.21
32 H 3.4679 1.4117 -2.6945  0.49
33 N -0.5500 -2.8617 0.8650  -0.42
34 H -2.2655 1.0438 -2.5739  0.47
35 O 1.6337 -2.3497 -0.7570  -0.98
36 O -1.9607 3.5371 -0.2588  -0.94
37 H 2.0825 0.2223 -1.7281  0.48
38 H -2.5054 1.0910 -1.0913  0.49
39 H -4.4342 -0.7445 2.5652  0.49
40 H 1.3045 1.9911 4.0432  0.13
41 H -0.1894 2.7635 -3.9218  0.49
42 C 1.6753 1.5925 2.0175  -0.52

Gap between HOMO and LUMO, Eh: 0.306
E_tot, eV: -26550.8809
Highest occupied orbital energy, eV: -12.42
Strongest force on any atom, hartree/bohr: 0.15315
Charge: +1
Energy relative to the best compared isomer or geometry (same formula, charge and spin), eV: 2.296